This record from the Open Molecules 2025 dataset describes a structure of composition C50H54IMoN4OP2S2SiTe at a distorted geometry. The level of theory is wB97M-V/def2-TZVPD.

LUMO level (spin up / spin down), eV: -3.011 / -2.706
Net charge: +1
Relative energy (zero: lowest compared OMol25 entry of this formula, charge and spin), eV: 0.762
Kohn-Sham gap (spin up / spin down), eV: 6.31 / 6.88
Spin multiplicity: 3
Expectation value of S²: 2.10

XYZ file:
```
117
Properties=species:S:1:pos:R:3:forces:R:3:lowdin_charge:R:1
Mo 0.87103 0.98840 -0.74493 -0.149 -0.087 0.095 0.98
C -2.86523 2.42674 0.07153 0.171 -0.799 1.290 -0.09
C -1.62801 2.97156 0.72463 1.160 0.160 -0.565 -0.59
N -0.34041 2.60423 0.61379 -0.896 -1.078 -0.284 -0.02
C 0.45755 3.40094 1.38281 1.046 0.495 0.169 -0.37
C -0.14010 4.45649 1.99170 -0.522 -1.025 -0.355 -0.32
S -1.79725 4.37014 1.67455 -0.627 0.345 0.234 1.13
C 1.91515 3.24934 1.53190 0.621 0.031 -0.105 -0.35
C 2.57583 3.69252 2.64715 -0.838 -0.159 -0.472 -0.36
S 4.22577 3.69266 2.35874 0.919 0.642 0.392 1.12
C 4.01806 3.13107 0.77444 -1.040 -0.888 -0.839 -0.62
N 2.74206 2.86492 0.49002 0.426 0.073 0.210 0.04
C 5.22582 2.88534 -0.09449 0.254 -0.760 0.698 -0.06
H -2.64011 1.65356 -0.66816 -0.300 0.579 0.425 0.02
H -3.39120 3.22727 -0.40725 -0.259 0.385 -0.434 0.08
H -3.52505 2.04969 0.89686 0.410 0.125 -0.779 0.10
H 0.32865 5.17183 2.61572 0.120 0.584 0.282 0.08
H 2.12354 4.08622 3.53761 0.094 -0.096 0.233 0.08
H 5.03010 2.73627 -1.14365 -0.504 0.136 -0.082 0.04
H 5.78000 1.98092 0.23545 -0.390 0.439 0.026 0.09
H 5.92095 3.70648 -0.00598 0.153 0.366 0.068 0.08
N -1.80955 2.07309 -4.88268 -0.311 0.668 -0.391 0.17
C -1.70272 1.73701 -3.57603 -0.132 -0.257 0.463 -0.62
O -2.17803 2.39228 -2.65663 0.126 0.287 -0.622 -0.03
C -1.03904 0.39522 -3.27135 0.847 0.921 -1.080 -0.22
C -0.80046 0.14830 -1.80216 -0.820 -0.547 0.267 -0.36
H -2.25199 2.95155 -5.18907 0.417 -0.840 0.584 0.13
H -1.37856 1.50924 -5.59732 0.000 0.052 0.148 0.11
H -0.08916 0.32880 -3.82756 -0.288 0.216 0.038 0.08
H -1.65615 -0.33109 -3.78183 -0.472 -0.612 0.224 0.12
H -0.78865 -0.94682 -1.69642 0.142 0.151 0.232 0.03
H -1.69533 0.47794 -1.25018 0.425 -0.293 -0.213 0.00
I 3.98989 0.09494 -6.06032 0.042 0.178 -0.200 1.00
C 3.04941 -0.71170 -4.41536 -0.696 -0.176 0.610 -0.71
C 3.06491 -2.07797 -4.18654 0.236 0.303 -0.177 -0.11
C 2.39346 -2.52358 -3.07087 0.102 -1.277 0.168 -0.04
C 1.74675 -1.68239 -2.20164 0.125 0.341 -0.009 -0.18
N 1.77183 -0.36057 -2.36859 0.264 0.675 -0.776 -0.11
C 2.35269 0.09163 -3.50510 0.339 0.286 -0.086 -0.25
H 3.58539 -2.77272 -4.84684 -0.138 0.228 0.207 0.12
H 2.44244 -3.57911 -2.84881 -0.272 -0.129 0.074 0.12
H 1.22850 -2.02154 -1.32257 -0.026 -0.247 0.029 0.06
H 2.27838 1.16101 -3.71166 -0.155 -0.520 0.250 0.00
C 4.42000 -0.32824 -0.77588 -0.484 0.018 0.307 -0.20
Si 2.89418 -0.40074 0.36571 0.583 -0.393 0.718 0.55
C 2.73239 -2.28624 0.83810 -0.081 0.816 -0.554 -0.20
C 3.45178 0.30717 2.06416 -0.550 -0.976 -0.384 -0.22
H 5.34537 -0.31482 -0.19137 -0.138 0.094 -0.057 0.04
H 4.35862 0.53349 -1.42255 0.249 0.440 -0.141 -0.01
H 4.45402 -1.18992 -1.42489 -0.004 -0.437 -0.219 0.02
H 3.74941 -2.62025 1.05014 0.121 0.057 -0.012 0.04
H 2.16654 -2.36985 1.75735 -0.200 -0.188 0.155 0.00
H 2.30921 -2.96193 0.09206 0.046 0.049 0.206 0.01
H 3.75177 -0.56853 2.64992 -0.136 0.043 0.100 0.04
H 2.65291 0.81686 2.58524 -0.086 0.137 0.205 -0.01
H 4.31283 0.93767 2.02911 0.498 0.460 -0.236 -0.01
C -2.59732 -0.92322 0.99949 0.176 0.525 -0.086 -0.49
P -0.73654 -0.97279 1.20993 -0.548 -0.503 0.171 1.06
C -0.56866 -2.81310 1.51156 0.093 0.944 -0.450 -0.39
C -0.46093 -3.64936 0.39906 0.057 0.252 -1.075 -0.18
C -0.25709 -4.99968 0.56155 -0.108 -0.850 0.694 -0.08
C -0.17716 -5.54536 1.85180 -0.013 0.542 -0.586 -0.06
C -0.33637 -4.72056 2.95416 0.033 -0.199 -0.310 -0.06
C -0.54691 -3.36365 2.78034 0.165 0.591 0.397 -0.09
C -0.58861 -0.19701 2.86270 0.243 0.399 -0.601 -0.39
C -1.45041 0.81965 3.25467 -0.283 -0.017 0.220 -0.11
C -1.19214 1.57016 4.40536 -0.009 -0.420 -0.063 -0.06
C -0.06139 1.29290 5.18842 -0.199 0.057 -0.827 -0.06
C 0.81855 0.29809 4.76954 -0.089 0.401 -0.007 -0.07
C 0.56585 -0.38405 3.59697 0.382 -0.915 0.251 -0.14
P -3.36921 -2.28751 -0.00921 -0.350 -0.200 0.492 1.06
C -4.91169 -1.39897 -0.49802 0.440 -0.502 -0.127 -0.38
C -4.75645 -0.51821 -1.56432 0.946 0.020 0.207 -0.12
C -5.82336 0.25650 -1.96578 0.184 0.339 -0.609 -0.08
C -7.06456 0.11133 -1.37037 0.177 -0.605 0.165 -0.08
C -7.25735 -0.87471 -0.40819 0.444 0.216 -0.313 -0.07
C -6.17535 -1.62629 0.02354 0.005 -0.117 0.609 -0.08
C -3.95659 -3.35699 1.38585 0.076 -0.987 -0.976 -0.39
C -3.83516 -4.75011 1.21915 0.424 0.794 -0.632 -0.10
C -4.24437 -5.61917 2.21131 0.458 0.200 -0.133 -0.09
C -4.74080 -5.12178 3.39719 -0.370 0.345 0.375 -0.08
C -4.91122 -3.74547 3.57777 0.502 -1.038 -1.255 -0.06
C -4.55017 -2.89171 2.53742 0.129 0.707 1.067 -0.12
H -2.89314 0.02071 0.51941 0.156 -0.395 0.266 0.00
H -3.01528 -0.94133 2.01538 0.099 0.063 -0.321 0.04
H -0.54944 -3.29688 -0.65071 0.095 0.121 0.925 0.09
H -0.19201 -5.67517 -0.28864 0.056 0.254 0.038 0.11
H 0.02222 -6.59599 1.95289 -0.022 -0.271 0.190 0.10
H -0.27441 -5.12190 3.94511 -0.032 -0.189 0.373 0.11
H -0.63690 -2.69714 3.64393 -0.037 -0.391 -0.234 0.11
H -2.34460 0.98364 2.65415 0.133 0.249 0.332 0.08
H -1.92434 2.32290 4.67926 0.256 0.063 0.146 0.11
H 0.18229 1.88659 6.04984 -0.153 0.087 0.330 0.10
H 1.73119 0.07555 5.30816 -0.081 0.093 0.127 0.11
H 1.26565 -1.15283 3.28684 0.053 0.085 -0.008 0.09
H -3.74017 -0.44892 -2.01526 -0.923 0.178 0.106 0.10
H -5.69878 0.95025 -2.79196 -0.012 0.040 0.149 0.11
H -7.86886 0.72332 -1.70776 -0.546 0.279 -0.120 0.10
H -8.22431 -1.07711 0.00131 -0.451 0.074 0.174 0.10
H -6.30508 -2.36167 0.81963 -0.055 0.175 -0.321 0.10
H -3.35627 -5.10266 0.29600 -0.293 -0.057 0.436 0.10
H -4.07142 -6.66813 2.09194 -0.106 -0.485 -0.067 0.10
H -5.01072 -5.81350 4.18686 0.001 0.093 0.025 0.11
H -5.29037 -3.41066 4.50434 -0.408 0.601 0.728 0.09
H -4.64585 -1.81523 2.67586 -0.197 -0.178 0.075 0.11
Te 1.09895 3.10406 -2.46069 -0.129 0.246 -0.022 1.07
C 3.12325 3.60749 -2.80575 1.183 0.680 -0.436 -0.60
C 4.15552 2.77988 -3.31653 -0.500 0.523 0.231 -0.20
C 5.40400 3.25662 -3.67877 0.083 1.333 0.397 -0.09
C 5.68549 4.63210 -3.52582 -0.673 -1.069 -0.223 -0.07
C 4.68917 5.47111 -3.04897 0.136 -0.714 -0.043 -0.09
C 3.44013 4.98023 -2.69381 -0.098 -0.661 0.098 -0.17
H 4.02847 1.72991 -3.43294 -0.192 -0.487 0.030 0.02
H 6.16506 2.57567 -4.04533 -0.111 0.046 -0.017 0.11
H 6.63702 5.01406 -3.82728 0.438 0.231 -0.034 0.10
H 4.86679 6.51569 -2.93919 0.195 0.626 0.028 0.10
H 2.73206 5.70566 -2.31340 -0.254 -0.216 0.004 0.09
```
Positions in Å, forces in eV/Å.